Entry 1:
DFT (wB97M-V/def2-TZVPD) results for C6H11P in the gas phase at a distorted geometry.

Properties
E, a.u.: -576.46551
Molar mass, u: 114.128
SMILES string: PCC1=CCCC1
Energy relative to the best compared isomer or geometry (same formula, charge and spin), eV: 1.418
Frontier orbital gap, eV: 9.52
Highest occupied orbital energy, eV: -8.51

Element x y z (Å)
C1 1.2487 1.4393 -0.0010
C2 0.8401 1.1384 -1.4595
C3 0.9092 0.1404 0.7446
C4 -0.1335 -0.0364 -1.3473
C5 -0.1354 -0.6081 -0.1145
C6 -0.8480 -1.7657 0.6719
P1 -2.5566 -1.2591 1.2494
H1 2.2620 1.5978 0.0799
H2 0.6195 2.1545 0.3771
H3 0.2836 1.8040 -2.0061
H4 1.8659 0.9191 -1.9822
H5 1.9814 -0.4061 0.8589
H6 0.7086 0.5288 1.7661
H7 -0.7759 -0.4891 -2.1304
H8 -0.9246 -2.5154 0.0213
H9 -0.2338 -1.9567 1.4362
H10 -2.9183 -0.5524 -0.0534
H11 -2.1929 -0.1333 1.8891

Results of the Mulliken charge analysis, in e, for atoms 1 through 5:
1. C -0.890
2. C -0.538
3. C -0.454
4. C -0.374
5. C 0.291

---

Entry 2:
DFT (wB97M-V/def2-TZVPD) results for C6H11PS in the gas phase at a distorted geometry.

Properties
E, a.u.: -974.64538
Molar mass, u: 146.195
SMILES string: C=CS[C@](C)(P)C=C
Energy relative to the best compared isomer or geometry (same formula, charge and spin), eV: 2.562
Frontier orbital gap, eV: 9.25
Highest occupied orbital energy, eV: -8.34

Element x y z (Å)
C1 -1.2098 -1.1458 -1.6083
C2 -0.7128 3.2189 1.0181
C3 -0.3236 -0.1829 -1.3356
C4 -0.3961 1.9380 0.7458
C5 0.4276 -1.0419 1.0257
C6 0.8131 -0.2420 -0.3350
P1 2.3283 -0.8219 -1.3445
S1 1.1717 1.5344 0.0876
H1 -1.8901 -0.9326 -2.3970
H2 -1.1409 -2.1361 -1.3025
H3 -1.6498 3.5439 1.2478
H4 -0.0516 3.9270 0.5725
H5 -0.3740 0.6593 -1.9070
H6 -0.8771 1.0260 1.0699
H7 1.2667 -0.9649 1.7677
H8 -0.4360 -0.5397 1.4651
H9 0.2088 -2.0004 0.7511
H10 1.8925 -2.0966 -1.8033
H11 3.2276 -1.2244 -0.3652

Results of the Mulliken charge analysis, in e, for atoms 1 through 5:
1. C -0.880
2. C -0.955
3. C -0.551
4. C 0.185
5. C -1.322

---

Entry 3:
DFT (wB97M-V/def2-TZVPD) results for C6H12 in the gas phase.

Properties
E, a.u.: -235.76323
Molar mass, u: 84.162
SMILES string: CC[C@H]1C[C@H]1C
Energy relative to the best compared isomer or geometry (same formula, charge and spin), eV: 1.496
Frontier orbital gap, eV: 11.02
Highest occupied orbital energy, eV: -9.81

Element x y z (Å)
C1 1.5768 0.6993 0.6052
C2 1.5045 -0.4781 -0.3722
C3 0.1034 -1.0346 -0.5654
C4 -0.8292 -1.2336 0.5971
C5 -1.1920 -0.2432 -0.4814
C6 -1.4636 1.2473 -0.2289
H1 2.0408 1.5827 0.1490
H2 0.5724 0.9790 0.9018
H3 2.1067 0.4517 1.5269
H4 2.1533 -1.2888 -0.0154
H5 1.9041 -0.1867 -1.3516
H6 0.0876 -1.8370 -1.3052
H7 -0.4986 -0.8236 1.5496
H8 -1.3916 -2.1617 0.6887
H9 -1.9426 -0.6188 -1.1768
H10 -2.3485 1.3297 0.4133
H11 -1.6905 1.7504 -1.1739
H12 -0.6930 1.8659 0.2392

Results of the Mulliken charge analysis, in e, for atoms 1 through 5:
1. C -1.053
2. C -0.435
3. C -0.245
4. C -0.673
5. C 0.193

---

Entry 4:
DFT (wB97M-V/def2-TZVPD) results for 2 unconnected molecules or ions with the total composition C6H12.

Properties
E, a.u.: -235.73558
Molar mass, u: 84.162
SMILES string: CC1CC1.C=C
Energy relative to the best compared isomer or geometry (same formula, charge and spin), eV: 2.249
Frontier orbital gap, eV: 11.10
Highest occupied orbital energy, eV: -9.85

Element x y z (Å)
C1 2.3313 1.2229 0.0830
C2 2.2748 0.0013 0.5980
C3 -0.4220 -0.9179 -0.7125
C4 -1.0237 -1.4827 0.5441
C5 -1.6501 -0.2913 -0.1264
C6 -1.5427 1.0577 0.5530
H1 2.8068 1.4120 -0.8753
H2 0.4871 -0.3432 -0.6299
H3 1.8700 2.0748 0.5777
H4 1.7442 -0.2015 1.5252
H5 2.6756 -0.8685 0.0801
H6 -0.4905 -1.5066 -1.6211
H7 -0.5147 -1.3078 1.4909
H8 -1.5168 -2.4484 0.4789
H9 -2.5809 -0.4629 -0.6615
H10 -2.3987 1.2362 1.2143
H11 -1.4938 1.8802 -0.1701
H12 -0.6358 1.1090 1.1687

Results of the Mulliken charge analysis, in e, for atoms 1 through 5:
1. C -0.374
2. C -0.624
3. C -0.318
4. C -0.615
5. C 0.298

---

Entry 5:
DFT (wB97M-V/def2-TZVPD) results for C6H12 in the gas phase.

Properties
E, a.u.: -235.78337
Molar mass, u: 84.162
SMILES string: CC(C)C1CC1
Energy relative to the best compared isomer or geometry (same formula, charge and spin), eV: 0.948
Frontier orbital gap, eV: 11.45
Highest occupied orbital energy, eV: -10.19

Element x y z (Å)
C1 -1.5494 0.9708 0.5541
C2 -0.6483 0.0055 -0.2129
C3 -1.2399 -1.4063 -0.2766
C4 0.7462 -0.0287 0.3836
C5 1.9100 -0.4042 -0.4856
C6 1.7545 1.0134 -0.0034
H1 -1.1300 1.9822 0.5292
H2 -2.5551 1.0020 0.1186
H3 -1.6482 0.6687 1.6041
H4 -0.5487 0.3887 -1.2406
H5 -0.7592 -1.9867 -1.0696
H6 -1.0793 -1.9426 0.6668
H7 -2.3192 -1.3934 -0.4689
H8 0.7791 -0.3740 1.4183
H9 2.7110 -1.0063 -0.0659
H10 1.6966 -0.6120 -1.5317
H11 1.4456 1.7690 -0.7225
H12 2.4500 1.3754 0.7489

Results of the Mulliken charge analysis, in e, for atoms 1 through 5:
1. C -1.511
2. C 0.589
3. C -1.392
4. C -0.205
5. C -0.636

---

Entry 6:
DFT (wB97M-V/def2-TZVPD) results for a molecular structure, C6H12.

Properties
E, a.u.: -235.63115
Molar mass, u: 84.162
Energy relative to the best compared isomer or geometry (same formula, charge and spin), eV: 5.091
Frontier orbital gap, eV: 8.74
Highest occupied orbital energy, eV: -7.71

Element x y z (Å)
C1 1.3353 0.0948 2.3605
C2 1.0754 0.3700 0.1125
C3 0.5366 -0.8944 -0.5000
C4 -0.3593 0.1246 -1.2827
C5 -1.7280 -0.3311 -1.7693
C6 -0.2568 1.0546 -0.0291
H1 0.7003 -0.7929 2.4023
H2 0.8337 0.9718 2.7812
H3 2.2983 -0.0880 2.8554
H4 1.7575 0.4261 1.1972
H5 -0.1219 -1.5011 0.1426
H6 1.2425 -1.5470 -1.0294
H7 0.2109 0.5636 -2.1091
H8 -2.3005 0.5130 -2.1750
H9 -1.6228 -1.0811 -2.5640
H10 -2.3083 -0.7783 -0.9529
H11 -0.2636 2.1472 -0.1350
H12 -1.0294 0.7480 0.6949

Results of the Mulliken charge analysis, in e, for atoms 1 through 5:
1. C -1.004
2. C -0.100
3. C -0.718
4. C 0.329
5. C -1.426

---

Entry 7:
DFT (wB97M-V/def2-TZVPD) results for C6H12 in the gas phase.

Properties
E, a.u.: -235.79082
Molar mass, u: 84.162
SMILES string: CC/C=C/CC
Energy relative to the best compared isomer or geometry (same formula, charge and spin), eV: 0.746
Frontier orbital gap, eV: 10.45
Highest occupied orbital energy, eV: -9.17

Element x y z (Å)
C1 2.7392 0.7911 -0.1140
C2 1.9506 -0.4721 0.2658
C3 0.5687 -0.4842 -0.3388
C4 -0.5756 -0.4789 0.3459
C5 -1.9433 -0.4633 -0.2759
C6 -2.7402 0.7849 0.1177
H1 2.2441 1.6950 0.2570
H2 3.7537 0.7661 0.3037
H3 2.8278 0.8867 -1.2036
H4 2.5107 -1.3557 -0.0751
H5 1.8684 -0.5471 1.3630
H6 0.5291 -0.4655 -1.4301
H7 -0.5406 -0.4722 1.4366
H8 -1.8621 -0.5234 -1.3673
H9 -2.4843 -1.3632 0.0525
H10 -3.7403 0.7839 -0.3481
H11 -2.2284 1.6993 -0.1975
H12 -2.8741 0.8311 1.2055

Results of the Mulliken charge analysis, in e, for atoms 1 through 5:
1. C -1.083
2. C -0.420
3. C -0.234
4. C -0.247
5. C -0.406

---

Entry 8:
DFT (wB97M-V/def2-TZVPD) results for C6H12 in the gas phase at a distorted geometry.

Properties
E, a.u.: -235.73038
Molar mass, u: 84.162
SMILES string: CC[C@H]1C[C@H]1C
Energy relative to the best compared isomer or geometry (same formula, charge and spin), eV: 2.390
Frontier orbital gap, eV: 9.90
Highest occupied orbital energy, eV: -8.67

Element x y z (Å)
C1 -1.3665 1.6987 -0.4419
C2 0.0296 1.2524 -0.0417
C3 0.5225 0.0239 -0.7848
C4 1.7043 -0.6098 -0.1768
C5 0.2891 -1.3472 -0.2378
C6 -0.5454 -1.5431 1.0135
H1 -1.4172 1.8612 -1.5245
H2 -2.1115 0.9399 -0.1802
H3 -1.6393 2.6348 0.0555
H4 0.0898 1.1046 1.0442
H5 0.7543 2.0465 -0.2680
H6 0.5239 0.1621 -1.8625
H7 2.0598 -0.3603 0.8081
H8 2.4774 -0.9299 -0.8881
H9 0.9375 -2.1431 -0.5539
H10 -0.4570 -2.5679 1.3833
H11 -1.6179 -1.3615 0.8424
H12 -0.2333 -0.8614 1.8130

Results of the Mulliken charge analysis, in e, for atoms 1 through 5:
1. C -1.139
2. C -0.544
3. C 0.054
4. C -0.903
5. C 0.033

---

> What is the highest occupied orbital energy in the second record?

-8.34 eV

---

> Which of these has the lowest energy relative to the best compared isomer or geometry (same formula, charge and spin)?

number 7

---

Repeat the seventh record exactly.
DFT (wB97M-V/def2-TZVPD) results for C6H12 in the gas phase.

Properties
E, a.u.: -235.79082
Molar mass, u: 84.162
SMILES string: CC/C=C/CC
Energy relative to the best compared isomer or geometry (same formula, charge and spin), eV: 0.746
Frontier orbital gap, eV: 10.45
Highest occupied orbital energy, eV: -9.17

Element x y z (Å)
C1 2.7392 0.7911 -0.1140
C2 1.9506 -0.4721 0.2658
C3 0.5687 -0.4842 -0.3388
C4 -0.5756 -0.4789 0.3459
C5 -1.9433 -0.4633 -0.2759
C6 -2.7402 0.7849 0.1177
H1 2.2441 1.6950 0.2570
H2 3.7537 0.7661 0.3037
H3 2.8278 0.8867 -1.2036
H4 2.5107 -1.3557 -0.0751
H5 1.8684 -0.5471 1.3630
H6 0.5291 -0.4655 -1.4301
H7 -0.5406 -0.4722 1.4366
H8 -1.8621 -0.5234 -1.3673
H9 -2.4843 -1.3632 0.0525
H10 -3.7403 0.7839 -0.3481
H11 -2.2284 1.6993 -0.1975
H12 -2.8741 0.8311 1.2055

Results of the Mulliken charge analysis, in e, for atoms 1 through 5:
1. C -1.083
2. C -0.420
3. C -0.234
4. C -0.247
5. C -0.406